A molecular structure, C41H50BrInN5O10, computed with ωB97M-V/def2-TZVPD.

```
108
Properties=species:S:1:pos:R:3:forces:R:3
C 0.948 2.284 -3.194 -0.384 -0.124 0.098
C 0.002 1.131 -2.897 0.710 -0.299 0.191
C 0.703 -0.035 -2.193 -0.609 0.045 0.058
C -0.317 -1.020 -1.589 0.953 0.079 0.122
C 0.186 -1.665 -0.296 -0.095 0.322 -0.376
C 0.202 -0.655 0.840 -0.052 -0.512 -0.143
C 0.316 -1.315 2.204 -0.486 0.230 -0.077
C 0.793 -0.377 3.302 0.599 -0.222 0.048
C 2.333 -0.249 3.531 -0.494 -0.250 -0.241
C 3.258 -1.029 2.605 0.735 0.626 -0.309
C 3.527 -0.328 1.240 0.275 -0.361 0.744
In 5.660 0.218 0.923 0.049 -0.427 -0.186
Br 5.690 2.696 -0.024 -0.031 -0.097 0.073
H 0.401 3.118 -3.626 0.067 0.147 -0.228
H 1.397 2.631 -2.270 0.199 0.111 0.199
H 1.748 1.976 -3.855 0.209 0.027 -0.252
H -0.441 0.750 -3.811 -0.349 0.152 -0.086
H -0.775 1.486 -2.228 -0.336 0.075 0.013
H 1.361 0.369 -1.428 0.115 -0.023 0.197
H 1.329 -0.584 -2.893 0.303 0.044 -0.150
H -1.223 -0.482 -1.346 -0.428 0.031 -0.107
H -0.529 -1.781 -2.334 -0.311 -0.182 -0.136
H -0.456 -2.512 -0.058 -0.158 -0.184 0.218
H 1.194 -2.048 -0.439 0.210 -0.208 -0.024
H 1.000 0.053 0.670 0.183 0.192 0.070
H -0.744 -0.128 0.816 -0.141 0.379 -0.014
H 0.881 -2.239 2.139 0.390 -0.048 0.129
H -0.704 -1.611 2.455 -0.166 -0.258 0.138
H 0.379 0.607 3.105 -0.156 0.205 -0.045
H 0.347 -0.709 4.233 -0.106 -0.014 0.305
H 2.601 0.797 3.449 0.169 0.284 0.039
H 2.553 -0.541 4.553 -0.026 -0.064 0.288
H 4.210 -1.092 3.127 0.139 -0.177 0.282
H 2.945 -2.059 2.471 -0.237 -0.238 0.009
H 3.257 -1.017 0.446 -0.191 0.204 -0.402
H 2.930 0.576 1.207 -0.158 0.176 -0.371
H 6.661 0.111 2.383 -0.180 0.171 -0.057
H 6.354 -0.799 -0.372 -0.050 0.185 0.060
C -3.920 4.803 0.473 -0.021 -0.045 0.072
C -3.389 3.976 -0.508 -0.030 0.136 0.031
C -3.245 2.622 -0.266 0.114 -0.015 -0.273
C -3.636 2.111 0.956 -0.037 0.169 0.017
C -4.161 2.916 1.949 -0.090 0.041 0.182
C -4.304 4.273 1.700 0.052 0.006 -0.140
N -3.474 0.669 1.184 0.114 -0.062 -0.042
O -2.989 0.028 0.269 -0.314 -0.161 0.329
O -3.817 0.210 2.258 0.066 0.077 -0.250
H -4.029 5.862 0.283 0.019 0.004 0.003
H -3.074 4.382 -1.459 0.014 0.048 0.019
H -2.827 1.977 -1.024 -0.009 -0.085 0.067
H -4.453 2.500 2.902 0.036 -0.110 -0.028
H -4.711 4.918 2.466 0.000 -0.011 0.021
C -0.928 -2.416 7.968 -0.005 -0.001 0.015
C -1.537 -2.120 9.180 0.036 0.000 -0.102
C -2.214 -0.923 9.343 -0.040 -0.075 0.197
C -2.271 -0.039 8.281 0.082 -0.147 -0.030
C -1.665 -0.313 7.069 0.029 0.059 -0.195
C -0.989 -1.513 6.916 0.001 -0.091 0.054
N -3.008 1.224 8.446 -0.100 0.190 0.022
O -3.515 1.445 9.533 0.092 -0.020 -0.227
O -3.073 1.972 7.489 0.000 -0.139 0.216
H -0.403 -3.354 7.841 0.018 0.007 -0.005
H -1.486 -2.824 10.000 -0.004 0.009 0.017
H -2.690 -0.687 10.283 -0.044 0.106 -0.047
H -1.717 0.391 6.251 -0.057 0.065 0.055
H -0.512 -1.744 5.974 0.009 0.020 -0.007
C -1.372 -7.161 1.092 0.007 0.000 0.006
C -1.188 -5.789 1.201 -0.013 -0.121 -0.003
C -0.269 -5.281 2.105 -0.042 0.198 -0.052
C 0.456 -6.162 2.886 -0.114 -0.078 -0.151
C 0.285 -7.531 2.794 0.035 -0.205 0.047
C -0.638 -8.030 1.890 -0.049 0.086 -0.052
N 1.445 -5.620 3.832 0.048 0.089 0.024
O 1.541 -4.411 3.889 0.104 -0.205 0.181
O 2.098 -6.412 4.490 -0.157 0.203 -0.115
H -2.087 -7.554 0.382 -0.007 -0.001 0.003
H -1.759 -5.112 0.580 0.010 0.033 0.009
H -0.122 -4.213 2.193 0.075 -0.029 0.060
H 0.861 -8.201 3.415 0.070 0.095 0.048
H -0.784 -9.098 1.805 0.012 -0.010 0.012
C 2.047 -3.314 -6.913 -0.004 0.006 -0.008
C 1.257 -2.951 -5.831 0.052 -0.023 -0.094
C 0.543 -1.765 -5.859 -0.070 -0.035 0.204
C 0.632 -0.959 -6.980 0.082 -0.164 -0.007
C 1.419 -1.300 -8.065 0.078 0.020 -0.196
C 2.129 -2.488 -8.027 -0.025 -0.057 0.097
N -0.130 0.298 -7.011 0.050 0.155 0.113
O -0.790 0.565 -6.025 -0.041 0.079 -0.436
O -0.042 0.997 -8.005 -0.075 -0.137 0.209
H 2.603 -4.242 -6.888 0.013 0.006 0.008
H 1.199 -3.591 -4.961 0.000 0.021 0.024
H -0.068 -1.474 -5.017 -0.020 0.092 -0.050
H 1.481 -0.652 -8.926 -0.079 0.082 0.050
H 2.750 -2.770 -8.866 0.004 0.016 -0.011
C 0.825 5.936 -6.900 0.005 0.011 0.009
C -0.304 5.360 -6.334 0.065 0.047 -0.043
C -0.674 5.686 -5.040 -0.144 -0.125 -0.025
C 0.098 6.589 -4.332 0.027 -0.041 -0.155
C 1.229 7.167 -4.877 0.175 0.137 -0.001
C 1.591 6.835 -6.172 -0.082 -0.070 -0.046
N -0.291 6.938 -2.956 0.083 -0.078 0.230
O -1.277 6.390 -2.495 0.100 0.157 -0.040
O 0.401 7.740 -2.358 -0.232 -0.121 -0.131
H 1.111 5.679 -7.912 0.005 -0.018 0.003
H -0.896 4.653 -6.899 0.001 -0.035 0.018
H -1.547 5.236 -4.592 0.016 0.055 0.096
H 1.824 7.862 -4.303 -0.070 -0.017 0.100
H 2.474 7.278 -6.612 0.015 0.006 0.019
```
Positions in Å, forces in eV/Å.

HOMO level, Eh: -0.173
2S+1: 1
Charge: -1
Energy, hartree: -5382.22770
Gap between HOMO and LUMO, hartree: 0.2027

Löwdin atomic charge list, values in e, 2 entries: -0.091 -0.257